1.
Here is C20H40CaP2Si as an isolated structure in a non-equilibrium geometry from OMol25. Energies are from ωB97M-V with the def2-TZVPD basis set.

Structure (XYZ):
```
64
Properties=species:S:1:pos:R:3:forces:R:3
Ca -1.262 -1.517 1.957 1.067 -1.578 0.185
P -2.288 2.026 -1.025 -0.305 0.614 -0.432
P 1.231 3.147 0.687 -0.679 -0.718 -1.165
Si -0.212 -5.137 1.070 1.409 1.399 0.451
C 1.029 -2.518 2.052 -1.311 3.684 1.663
C 2.296 -1.928 2.435 1.843 -0.110 -0.373
C -4.023 2.261 -0.507 -0.542 0.613 -0.047
C -0.015 3.852 -0.454 -0.442 1.236 -0.081
C 0.229 -3.407 1.646 -2.227 -2.693 -1.095
C -0.285 -6.318 2.525 -0.548 -0.169 0.480
C -0.714 -0.325 -0.476 -0.694 0.701 -0.512
C 2.131 0.467 -1.861 -0.222 0.510 -1.370
C -1.807 -4.965 0.099 -0.290 -0.498 -0.149
C -2.386 2.610 -2.759 -0.279 0.394 -0.009
C -0.025 0.618 0.535 0.135 1.039 1.747
C 1.448 1.332 0.423 0.052 -2.269 1.014
C -0.208 0.465 -2.802 -2.223 -0.513 0.444
C 1.083 -6.010 0.016 0.161 -0.298 -0.631
C 2.438 1.039 -0.582 1.750 0.700 1.125
C 0.759 3.497 2.394 0.024 1.091 0.486
C 2.779 3.934 0.203 0.235 0.660 0.365
C 0.925 1.288 -2.443 0.498 0.032 0.259
C -1.243 0.300 -1.853 3.153 -3.559 -1.005
C -1.516 3.511 -0.236 -0.175 0.850 0.117
H 2.090 -5.597 0.152 -0.263 0.036 0.018
H 1.918 -0.611 -1.791 -0.360 0.012 -0.497
H 1.038 4.529 2.655 -0.156 -0.250 0.087
H 0.260 3.701 -1.515 0.178 -0.081 0.707
H 0.358 -5.949 3.336 -0.159 -0.089 -0.210
H 2.368 -0.879 2.098 0.022 -0.534 0.181
H -0.718 1.477 0.736 0.311 -0.835 -0.223
H -4.574 1.321 -0.626 0.090 0.241 0.080
H 3.652 3.418 0.623 -0.355 -0.030 -0.078
H 0.100 4.945 -0.319 -0.197 -0.249 -0.047
H 2.787 4.971 0.570 -0.050 -0.140 -0.073
H 1.136 -7.076 0.287 -0.041 0.244 -0.174
H 1.275 1.956 -3.251 -0.095 -0.234 0.121
H -0.088 -1.211 -0.687 -0.356 0.363 0.126
H -2.617 -4.485 0.674 0.282 -0.270 -0.123
H -4.490 3.034 -1.138 -0.117 -0.192 0.334
H 0.532 1.948 -1.647 0.605 -0.528 -0.539
H -2.111 4.349 -0.648 0.308 -0.088 0.256
H 2.992 0.589 -2.537 -0.215 -0.262 0.139
H -3.059 3.470 -2.838 0.081 -0.055 -0.045
H -2.103 -0.284 -2.270 0.528 0.234 0.609
H -1.662 -4.393 -0.831 0.065 -0.166 0.262
H 3.166 -2.451 1.992 0.251 -0.048 0.067
H 3.480 1.352 -0.393 -0.646 -0.477 0.281
H -1.759 3.472 0.839 0.072 -0.037 -0.307
H 2.880 3.941 -0.892 -0.191 -0.205 0.441
H 2.447 -1.928 3.526 -0.277 -0.022 -0.310
H 1.910 1.040 1.393 -0.303 0.507 0.100
H 0.068 -7.319 2.230 -0.192 0.351 0.117
H -1.708 -0.673 -0.021 0.775 0.455 -0.531
H -2.114 -5.990 -0.171 -0.227 0.322 -0.103
H -4.060 2.588 0.542 -0.065 -0.223 -0.239
H 0.044 0.112 1.580 0.582 0.511 -1.404
H -2.755 1.791 -3.395 0.193 0.328 0.174
H 0.840 -5.954 -1.053 0.167 -0.010 0.039
H 1.273 2.828 3.100 -0.085 0.008 -0.421
H -0.326 3.399 2.540 0.364 -0.073 -0.155
H -1.304 -6.418 2.920 0.159 -0.067 0.128
H -1.386 2.904 -3.103 -0.239 -0.215 0.005
H -0.143 -0.137 -3.711 -0.835 0.650 -0.258
```
Positions in Å, forces in eV/Å.

Results
- HOMO (alpha / beta): -3.20 / -3.18 eV
- Energy relative to the best compared isomer or geometry (same formula, charge and spin): 693.36 kJ/mol

These are the Löwdin partial charges, in e, on atoms 1 to 8: atom 1 (Ca): 1.011, atom 2 (P): 0.916, atom 3 (P): 0.926, atom 4 (Si): 0.398, atom 5 (C): -0.440, atom 6 (C): -0.203, atom 7 (C): -0.259, atom 8 (C): -0.318



2.
Here is a 6-piece molecular cluster, C22H14Cl20IO3P overall in a non-equilibrium geometry from OMol25. Energies are from ωB97M-V with the def2-TZVPD basis set.

Structure (XYZ):
```
61
Properties=species:S:1:pos:R:3:forces:R:3
I -3.230 0.433 1.575 0.216 0.253 -0.718
Cl -1.746 -10.337 3.661 0.133 -0.568 0.326
Cl 7.169 6.546 1.136 -0.058 0.048 -0.346
Cl -4.055 -5.608 1.387 0.020 -0.227 -0.113
Cl 5.335 6.761 -1.102 1.125 0.204 0.182
Cl -2.867 -8.178 2.024 -0.355 0.399 -0.556
Cl -0.840 -1.310 5.020 0.089 0.199 -0.090
Cl -2.516 -12.549 5.373 -0.001 0.118 -0.285
Cl -4.239 -11.740 3.184 0.297 -0.003 0.081
Cl -3.242 -0.799 -4.625 -0.106 0.276 -0.077
Cl -2.486 1.891 -5.405 -0.231 -0.186 0.050
Cl -2.339 -6.934 -0.543 -0.245 -0.110 0.183
Cl -1.710 -13.048 2.631 -0.138 0.212 0.186
Cl 7.962 5.591 -1.486 -0.173 0.204 0.130
Cl 0.903 -0.022 3.094 -0.146 0.138 0.281
Cl -4.974 1.438 -3.986 0.104 -0.092 -0.217
Cl -4.972 -8.005 0.036 0.238 0.130 0.129
Cl -4.694 0.561 -6.737 0.126 0.038 0.255
Cl 7.701 8.439 -0.997 -0.124 -0.264 0.049
Cl -1.364 1.417 4.181 0.539 -0.080 0.418
Cl 0.928 0.833 5.860 -0.137 -0.112 -0.158
P -1.878 0.281 -0.526 0.120 -0.663 -1.517
O -2.551 1.460 -1.597 0.312 -0.682 2.257
O -1.645 3.505 0.285 3.695 -0.547 -1.742
O 3.346 4.487 0.938 -3.115 -1.590 -2.752
C -0.050 0.678 -0.181 3.553 2.233 1.009
C 0.471 2.154 -0.083 2.064 -1.357 0.290
C -0.523 -4.180 0.645 0.457 1.446 -0.540
C 0.680 -2.029 -0.128 0.319 0.733 0.655
C 1.979 2.509 0.162 -0.986 -2.410 -0.314
C 1.489 7.015 -2.591 -1.859 -3.361 2.067
C 2.422 4.061 0.201 1.042 0.524 0.556
C 1.607 5.000 -0.826 -1.441 1.021 -1.593
C 1.003 -0.469 -0.019 1.472 2.715 0.104
C 0.111 4.661 -1.043 1.471 1.836 -1.377
C -0.450 -2.564 0.872 -0.599 -1.112 -0.231
C 7.043 6.834 -0.612 0.177 0.012 0.111
C 2.301 6.164 -1.587 -3.301 -0.843 -0.219
C -0.505 3.428 -0.223 -1.236 0.482 0.521
C -2.553 -11.919 3.713 -0.065 -0.075 -0.002
C 3.019 1.380 0.321 -4.130 -0.611 -0.610
C -3.558 -7.181 0.726 0.033 0.052 0.022
C -0.024 6.640 -2.802 1.605 -1.247 1.964
C 2.503 -0.082 0.231 -1.515 2.532 -0.361
C -0.733 5.493 -2.033 3.678 0.801 0.563
C -3.849 0.773 -5.188 0.097 -0.014 0.045
C -0.093 0.229 4.537 -0.025 0.132 0.115
H -1.507 -2.185 0.640 1.678 -0.203 0.124
H 0.453 -2.259 -1.222 0.003 0.225 1.467
H 3.415 6.321 -1.349 -2.791 -0.295 -0.625
H 0.488 -4.606 0.955 -1.517 0.198 -0.253
H -1.841 5.246 -2.191 1.979 0.476 0.254
H -3.408 1.722 -1.175 0.916 -0.013 -0.556
H 1.961 7.873 -3.182 -0.797 -1.500 1.038
H 3.306 -0.901 0.335 -1.642 1.284 -0.207
H -0.620 -4.308 -0.500 -0.001 -0.090 1.840
H 4.118 1.653 0.473 -1.811 -0.575 -0.182
H -0.628 7.284 -3.540 1.030 -1.241 1.315
H 1.647 -2.607 0.135 -1.437 1.045 -0.467
H -0.249 -2.299 1.975 -0.046 -0.420 -1.819
H -1.418 -4.640 1.175 1.437 0.524 -0.659
```
Positions in Å, forces in eV/Å.

Results
- HOMO: -8.46 eV
- Energy relative to the best compared isomer or geometry (same formula, charge and spin): 646.27 kJ/mol
- Structure (SMILES): CCCc1ccc2c(c1P(O)I)C(=O)c1ccccc1C2=O.ClC(Cl)(Cl)Cl.ClC(Cl)(Cl)Cl.ClC(Cl)(Cl)Cl.ClC(Cl)(Cl)Cl.ClC(Cl)(Cl)Cl

These are the Löwdin partial charges, in e, on atoms 1 to 8: atom 1 (I): 0.410, atom 2 (Cl): 0.475, atom 3 (Cl): 0.529, atom 4 (Cl): 0.528, atom 5 (Cl): 0.590, atom 6 (Cl): 0.470, atom 7 (Cl): 0.514, atom 8 (Cl): 0.519



3.
Here is one molecule with the formula C20H39NO2 from OMol25. Energies are from ωB97M-V with the def2-TZVPD basis set.

Structure (XYZ):
```
62
Properties=species:S:1:pos:R:3:forces:R:3
O -5.889 0.688 1.472 0.040 0.370 0.402
O -7.627 2.676 0.683 0.172 0.190 0.499
N -6.834 -0.286 -0.330 -0.222 -0.178 -0.247
C 3.870 -0.206 0.553 0.490 0.119 -0.073
C 4.610 4.138 -0.669 -0.034 0.171 0.282
C 3.833 3.699 0.570 -0.113 -0.194 -0.312
C 4.983 -1.251 0.545 -0.353 -0.070 0.127
C 5.016 5.604 -0.585 0.000 -0.220 -0.128
C -8.064 0.489 -0.322 0.129 0.464 0.117
C 3.313 2.263 0.489 0.313 0.133 0.172
C -7.825 1.997 -0.520 -0.117 -0.232 -0.198
C -4.667 -1.064 0.369 0.121 0.302 0.034
C 4.425 1.215 0.500 -0.468 -0.088 -0.031
C 2.437 -3.526 -0.728 -0.173 -0.161 -0.062
C -5.847 -0.137 0.579 0.110 -0.678 -0.356
C -0.461 -2.594 -0.357 -0.011 0.212 0.427
C 0.533 -2.847 0.774 -0.057 -0.281 -0.222
C -1.588 -1.656 0.071 0.003 -0.216 -0.431
C -3.725 -0.476 -0.688 0.051 -0.274 -0.111
C 4.429 -2.678 0.582 0.163 0.054 -0.071
C 1.564 -3.928 0.423 0.046 0.250 0.173
C -2.586 -1.425 -1.061 -0.001 0.271 0.257
C 3.647 -2.994 -0.654 0.141 -0.035 0.055
H 0.063 -2.163 -1.212 -0.008 -0.031 -0.109
H 4.138 6.241 -0.501 -0.064 0.110 0.018
H 5.068 1.383 1.368 0.105 0.035 0.017
H -8.568 0.353 0.641 -0.047 0.008 -0.138
H 5.270 -3.377 0.650 -0.039 -0.030 0.087
H 4.166 -2.753 -1.574 -0.011 0.024 -0.191
H -6.713 -0.962 -1.065 0.065 0.007 0.132
H 4.472 3.800 1.451 -0.002 0.061 0.090
H -8.702 0.101 -1.115 0.032 -0.040 0.026
H 5.507 3.527 -0.778 -0.005 -0.069 -0.088
H -8.707 2.448 -0.982 0.066 -0.068 -0.039
H 2.654 2.082 1.342 -0.082 -0.057 -0.024
H -4.144 -1.157 1.320 -0.104 -0.046 0.010
H -0.892 -3.546 -0.676 -0.002 -0.061 -0.085
H -3.313 0.462 -0.313 -0.032 0.084 -0.032
H 5.631 -1.094 1.410 0.074 0.026 -0.033
H -6.958 2.180 1.193 -0.176 0.086 -0.164
H 3.214 -0.374 -0.304 -0.103 0.003 0.013
H 2.716 2.146 -0.419 -0.100 -0.025 -0.022
H -6.968 2.135 -1.200 -0.159 -0.062 -0.025
H 2.981 4.371 0.703 0.022 0.081 0.066
H -3.005 -2.385 -1.374 0.002 -0.051 -0.086
H 5.571 5.901 -1.472 0.063 0.119 -0.045
H -2.099 -2.091 0.932 0.008 0.028 0.114
H 1.054 -1.918 1.013 0.020 0.056 0.078
H -1.166 -0.698 0.383 -0.005 0.070 0.094
H 5.592 -1.123 -0.353 0.088 0.016 -0.016
H -4.300 -0.248 -1.591 0.003 0.081 0.027
H 5.645 5.776 0.286 0.069 0.076 0.086
H 3.991 3.983 -1.555 0.011 -0.088 -0.059
H 1.034 -4.847 0.162 0.014 -0.049 0.068
H -0.015 -3.163 1.665 -0.019 0.054 0.056
H -2.053 -1.005 -1.918 0.014 -0.064 -0.063
H 2.171 -4.134 1.305 -0.014 -0.097 -0.004
H -5.012 -2.051 0.053 0.010 -0.048 0.013
H 2.003 -3.690 -1.706 0.050 0.036 -0.177
H 3.816 -2.801 1.475 0.018 -0.060 0.080
H 5.040 1.321 -0.395 0.114 0.007 -0.005
H 3.269 -0.327 1.458 -0.105 -0.030 0.028
```
Positions in Å, forces in eV/Å.

Results
- HOMO: -9.18 eV
- Energy relative to the best compared isomer or geometry (same formula, charge and spin): 9.30 kJ/mol
- Structure (SMILES): CCCCCCCC/C=C\CCCCCCCC(=O)NCCO

These are the Löwdin partial charges, in e, on atoms 1 to 8: atom 1 (O): 0.063, atom 2 (O): -0.079, atom 3 (N): 0.059, atom 4 (C): -0.227, atom 5 (C): -0.279, atom 6 (C): -0.235, atom 7 (C): -0.219, atom 8 (C): -0.120



4.
Here is a 2-piece molecular cluster, C3H7N3O2 overall in a non-equilibrium geometry from OMol25. Energies are from ωB97M-V with the def2-TZVPD basis set.

Structure (XYZ):
```
15
Properties=species:S:1:pos:R:3:forces:R:3
O -2.998 0.920 0.533 -1.224 -1.722 -0.265
O -3.410 -1.088 -0.314 -0.097 1.215 0.545
N -2.810 -0.037 -0.217 1.136 0.327 -0.073
N -0.497 1.120 -0.787 -1.678 0.788 1.072
N -1.008 1.923 0.100 2.168 -0.635 -0.450
C 1.168 -2.052 0.015 -1.123 2.900 1.134
C 0.555 0.350 -0.237 -1.864 -1.858 0.824
C 0.379 -1.130 -0.583 2.815 1.051 1.388
H -0.600 1.953 1.083 -1.003 0.324 -1.670
H 1.232 -2.982 -0.388 0.134 -2.747 -1.019
H 1.724 -1.910 0.989 -0.798 0.227 -1.325
H -1.410 2.673 -0.405 -0.976 1.190 0.701
H -0.055 -1.091 -1.557 -0.555 -1.353 -0.523
H 0.652 0.583 0.820 0.635 -0.265 0.275
H 1.324 0.679 -0.849 2.431 0.558 -0.613
```
Positions in Å, forces in eV/Å.

Results
- HOMO (alpha / beta): -8.74 / -7.46 eV
- Energy relative to the best compared isomer or geometry (same formula, charge and spin): 866.89 kJ/mol

These are the Löwdin partial charges, in e, on atoms 1 to 8: atom 1 (O): -0.049, atom 2 (O): -0.012, atom 3 (N): -0.255, atom 4 (N): -0.023, atom 5 (N): 0.029, atom 6 (C): 0.019, atom 7 (C): -0.254, atom 8 (C): -0.130